[1]
C20H19N5O2S | ωB97M-V/def2-TZVPD

Results
charge	0
structure (SMILES)	CC(=O)c1ccc(-n2nnnc2SCC(=O)N2CCc3ccccc3C2)cc1
energy above the lowest of the compared OMol25 structures with the same formula, charge and spin	108.1	kcal/mol
spin multiplicity	1
orbital gap	0.296	Eh

Last column: natural (NBO) charge in e.
Element x y z (Å)
C 2.49926 -6.95971 -2.95358  -0.712
C 1.29190 -6.12947 -2.37232  0.559
O 0.15570 -6.70029 -2.34717  -0.549
C 1.38583 -4.67365 -2.15050  -0.192
C 0.23724 -3.93338 -1.80302  -0.083
C 0.19120 -2.59068 -1.44042  -0.250
C 1.34850 -1.78595 -1.57161  0.152
N 1.52325 -0.40576 -1.31539  -0.241
N 2.72371 0.31276 -1.47876  -0.057
N 2.38723 1.56431 -1.61911  -0.025
N 1.10632 1.74219 -1.41475  -0.352
C 0.57402 0.60110 -1.25063  0.243
S -1.20920 0.43570 -1.03602  0.256
C -1.96574 2.05320 -1.67116  -0.567
C -2.81567 2.76020 -0.69651  0.658
O -4.03908 2.86846 -0.94516  -0.584
N -2.35206 3.01078 0.61653  -0.458
C -3.37107 3.18999 1.71462  -0.204
C -2.78857 2.46664 2.94189  -0.445
C -1.29412 2.44595 3.03768  -0.013
C -0.63732 1.78402 4.09573  -0.208
C 0.79265 1.87870 4.26004  -0.202
C 1.51635 2.67076 3.32004  -0.224
C 0.91749 3.28428 2.31019  -0.208
C -0.50583 3.23690 2.11321  -0.004
C -1.14380 3.88270 0.85468  -0.231
C 2.48371 -2.48469 -2.05240  -0.221
C 2.56738 -3.84986 -2.25957  -0.158
H 3.39577 -6.36008 -3.02261  0.215
H 2.20756 -7.53653 -3.83349  0.254
H 2.61535 -7.81422 -2.23475  0.245
H -0.64487 -4.57588 -1.58045  0.241
H -0.82642 -2.20028 -1.21593  0.241
H -1.13634 2.71076 -1.80993  0.262
H -2.35429 2.04844 -2.60590  0.248
H -4.40463 2.86728 1.51921  0.246
H -3.42903 4.31087 1.84805  0.181
H -3.10839 3.06001 3.79785  0.225
H -3.11120 1.46742 2.92812  0.220
H -1.13317 1.19945 4.93871  0.218
H 1.27447 1.17846 4.97401  0.219
H 2.58580 2.67584 3.36528  0.213
H 1.41825 3.67748 1.47155  0.210
H -0.49865 3.84750 0.00803  0.221
H -1.40264 4.85691 1.05137  0.196
H 3.36258 -1.87949 -2.08227  0.237
H 3.61055 -4.20917 -2.40342  0.227

***

[2]
C3H3NO2 | ωB97M-V/def2-TZVPD

Results
charge	0
energy above the lowest of the compared OMol25 structures with the same formula, charge and spin	47.7	kcal/mol
spin multiplicity	1
orbital gap	0.312	Eh

Last column: natural (NBO) charge in e.
Element x y z (Å)
O 2.23188 0.02937 0.04561  -0.686
C 1.01731 0.21155 -0.00305  0.494
C 0.08561 1.23765 -0.14817  -0.167
O -1.20182 0.70767 -0.11212  -0.351
C -1.11845 -0.58047 0.04632  0.388
N 0.14448 -0.93653 0.11717  -0.558
H 0.69595 -1.79001 0.23297  0.453
H 0.15974 2.30140 -0.27766  0.218
H -2.01470 -1.18063 0.09893  0.209

***

[3]
C5H10N2 | ωB97M-V/def2-TZVPD

Results
charge	0
structure (SMILES)	C=N/C=C/CCN
energy above the lowest of the compared OMol25 structures with the same formula, charge and spin	65.3	kcal/mol
spin multiplicity	1
orbital gap	0.314	Eh

Last column: natural (NBO) charge in e.
Element x y z (Å)
C 2.05785 -1.76802 1.76707  0.011
N 2.55462 -1.03295 0.86749  -0.443
C 1.79275 -0.45718 -0.13715  -0.038
C 0.45000 -0.38858 -0.25473  -0.205
C -0.16285 0.77911 -1.01257  -0.442
C -1.67686 0.67081 -1.08279  -0.215
N -2.25035 0.67542 0.28989  -0.835
H 1.10735 -1.60709 2.30387  0.136
H 2.60833 -2.61670 2.16912  0.163
H 2.21748 0.13587 -0.95722  0.180
H -0.12314 -0.93541 0.50207  0.198
H 0.00724 1.66950 -0.37431  0.205
H 0.28302 0.92348 -1.98203  0.226
H -2.04124 1.57262 -1.59750  0.166
H -2.16425 -0.07223 -1.71979  0.194
H -3.04162 1.31085 0.28653  0.355
H -1.61834 1.14051 0.93205  0.345

***

[4]
C6H16MgP2S4Sb | ωB97M-V/def2-TZVPD

Results
charge	-1
spin multiplicity	1
orbital gap	0.217	Eh

Last column: natural (NBO) charge in e.
Element x y z (Å)
Mg -1.49093 -1.24722 -1.09795  1.555
C -2.74064 2.24930 1.43692  -0.931
P -1.57415 0.95805 0.82305  0.740
C -1.56437 -0.17447 2.26817  -0.954
C 0.03307 1.83696 1.08988  -0.699
C 1.21319 0.89594 0.83067  -0.726
P 0.99256 0.03195 -0.79332  0.780
C 2.49411 -0.99583 -0.83178  -0.958
C 1.47709 1.38167 -1.94677  -0.948
H -2.44293 2.62133 2.41832  0.218
H -3.74335 1.82680 1.50401  0.235
H -2.76643 3.07731 0.72719  0.231
H -1.22738 0.34387 3.16862  0.213
H -0.91802 -1.02786 2.05566  0.275
H -2.57368 -0.55569 2.42547  0.242
H 0.04685 2.22952 2.11035  0.218
H 0.06260 2.68762 0.40280  0.223
H 1.24517 0.11071 1.59034  0.234
H 2.16856 1.42636 0.85454  0.217
H 3.38309 -0.39064 -0.63270  0.202
H 2.57849 -1.48237 -1.80218  0.286
H 2.40293 -1.79271 -0.09495  0.269
H 2.38275 1.88210 -1.59872  0.210
H 0.66971 2.10865 -2.04831  0.221
H 1.65723 0.92775 -2.92094  0.256
S 1.96530 -4.31015 -2.06074  -0.884
Sb -0.28512 -3.94561 -2.05357  1.370
S -0.83522 -1.87546 -3.24561  -1.108
S -0.98713 -3.14720 0.15185  -1.140
S -1.62336 -5.65070 -2.73031  -0.847

***

[5]
C5H10O2 | ωB97M-V/def2-TZVPD

Results
charge	0
energy above the lowest of the compared OMol25 structures with the same formula, charge and spin	111.6	kcal/mol
spin multiplicity	1
orbital gap	0.358	Eh

Last column: natural (NBO) charge in e.
Element x y z (Å)
C 2.13804 0.85999 -0.23238  -0.248
O 1.12876 -0.07151 -0.66121  -0.614
C 0.19319 -1.10509 0.35183  0.126
C -0.60344 -0.69704 1.56908  -0.460
C -1.26599 -0.93976 0.21223  -0.298
C -1.63142 0.50772 -0.56320  0.004
O -0.93467 0.66214 -1.72309  -0.785
H 3.09216 0.66434 -0.74911  0.189
H 2.28877 0.74076 0.83747  0.182
H 1.87120 1.91139 -0.44070  0.188
H 0.82370 -1.98178 0.27132  0.224
H -0.66103 -1.35270 2.45102  0.233
H -0.59801 0.35614 1.85094  0.228
H -1.95072 -1.76990 -0.02725  0.234
H -2.73687 0.52210 -0.66977  0.171
H -1.33047 1.24085 0.20800  0.123
H 0.18547 0.48382 -1.36078  0.502

***

[6]
C14H40F3N3O6 | ωB97M-V/def2-TZVPD

Results
charge	0
energy above the lowest of the compared OMol25 structures with the same formula, charge and spin	133.5	kcal/mol
spin multiplicity	1
orbital gap	0.143	Eh

Last column: natural (NBO) charge in e.
Element x y z (Å)
N 0.15054 -1.69683 -2.12060  -0.859
H -0.32706 -2.58569 -2.07674  0.463
H -0.14882 -1.17129 -1.31172  0.467
H 0.04252 -1.13614 -2.95370  0.461
H 1.15699 -1.73588 -2.04560  0.454
C -0.69829 2.95941 2.89766  0.297
O -1.66531 2.85101 3.99451  -0.562
O -0.96549 1.82435 2.06043  -0.944
C -0.73028 4.36321 2.18651  0.917
F 0.22602 4.68532 1.34028  -0.330
F -1.88898 4.48096 1.50539  -0.343
F -0.74682 5.36226 3.10237  -0.359
C -1.43424 3.53247 5.20738  -0.067
C -2.45604 3.05095 6.21747  -0.619
H -2.25335 3.30064 7.25894  0.195
H -3.44961 3.43778 5.99104  0.202
H -2.43607 1.96132 6.19732  0.207
H -1.67084 4.57766 5.00813  0.166
H -0.42368 3.39928 5.59356  0.150
H 0.28484 2.86448 3.35869  0.096
C -3.59280 -4.89637 -3.75055  -0.255
O -2.32287 -5.28212 -3.19375  -0.748
H -4.41196 -5.32273 -3.17150  0.180
H -3.66117 -3.81617 -3.87936  0.180
H -3.65921 -5.21710 -4.79018  0.169
H -2.16739 -6.21469 -3.36028  0.475
C -3.30966 -2.64088 4.33250  -0.235
O -1.95364 -2.62721 4.27898  -0.715
H -3.76956 -2.69254 3.34562  0.145
H -3.66140 -3.54040 4.83773  0.164
H -3.78129 -1.81779 4.86932  0.162
H -1.69874 -1.90358 3.70193  0.478
C -2.84848 2.02522 -4.64205  -0.618
C -1.66399 2.28262 -5.50164  -0.082
C -0.86117 3.42942 -4.88112  -0.057
O 0.21155 3.75150 -5.66084  -0.550
C 0.87084 4.99664 -5.32295  -0.252
N -0.92599 1.08070 -5.62630  -0.842
H -3.52885 1.24613 -4.98588  0.210
H -3.50287 2.89433 -4.57475  0.220
H -2.54642 1.86255 -3.60745  0.214
H -1.88927 2.61818 -6.51394  0.170
H -0.66765 3.21287 -3.83053  0.161
H -1.45937 4.32815 -4.73093  0.168
H 1.67492 5.17854 -6.03602  0.195
H 1.27172 4.89949 -4.31402  0.180
H 0.23719 5.87949 -5.40756  0.176
H -0.14005 1.32316 -6.21248  0.360
H -1.35256 0.47255 -6.31062  0.351
C 4.92885 -1.13476 1.39722  -0.609
C 4.80968 -2.60981 1.10163  -0.069
C 4.00219 -3.36391 2.14559  -0.064
O 4.70150 -3.65615 3.35260  -0.533
C 3.93079 -4.33857 4.27652  -0.244
N 4.27461 -2.80543 -0.25768  -0.863
H 5.44003 -0.92803 2.33745  0.231
H 3.95584 -0.64361 1.38508  0.215
H 5.55151 -0.73734 0.59570  0.198
H 5.82103 -3.00633 1.01184  0.175
H 3.56286 -4.25058 1.68854  0.155
H 3.11683 -2.77951 2.39600  0.168
H 3.60683 -5.30098 3.88040  0.163
H 3.10886 -3.71190 4.62266  0.172
H 4.60364 -4.44985 5.12681  0.196
H 4.81353 -2.34806 -0.97912  0.359
H 4.31525 -3.77010 -0.55412  0.354

***

[7]
C5H12N4O | ωB97M-V/def2-TZVPD

Results
charge	0
⟨S²⟩	2.01
energy above the lowest of the compared OMol25 structures with the same formula, charge and spin	34.4	kcal/mol
spin multiplicity	3
orbital gap (alpha / beta)	0.209 / 0.256	Eh

Last column: natural (NBO) charge in e.
Element x y z (Å)
C 0.84096 -1.55901 0.23718  0.036
C 0.20764 -2.63296 -0.65630  -0.619
C -1.74158 -0.32198 0.79404  -0.615
C 1.68777 2.86750 -0.70897  -0.227
C -0.47226 0.45279 0.72662  -0.217
N 2.29363 -1.45996 0.24497  -0.293
N 2.70564 -0.44157 -0.27855  -0.256
N 0.39218 -0.22688 -0.23105  -0.224
N 1.61685 0.53772 -0.46864  0.291
O 1.64616 1.54176 -1.33420  -0.334
H 0.46906 -1.66425 1.30621  0.186
H 0.30286 -2.48466 -1.71704  0.226
H -0.87387 -2.83113 -0.39244  0.203
H 0.73683 -3.54605 -0.49611  0.229
H -1.51688 -1.26553 1.32212  0.207
H -2.39228 0.31268 1.35855  0.218
H -2.13848 -0.55383 -0.12529  0.217
H 2.69515 2.92297 -0.34065  0.201
H 0.87911 2.82587 0.01725  0.183
H 1.56971 3.55600 -1.39814  0.192
H -0.62891 1.52168 0.28831  0.197
H 0.01342 0.40270 1.70748  0.197

***

[8]
C3H3NO2 | ωB97M-V/def2-TZVPD

Results
charge	0
energy above the lowest of the compared OMol25 structures with the same formula, charge and spin	133.2	kcal/mol
spin multiplicity	1
orbital gap	0.327	Eh

Last column: natural (NBO) charge in e.
Element x y z (Å)
O 1.34802 -0.72941 0.69106  -0.399
C 1.79412 0.20982 -0.05007  0.599
O 0.82381 0.41876 -0.84179  -0.389
C 0.06953 -0.58133 -0.05040  0.070
C -3.22567 0.88961 -0.09998  0.154
N -2.27721 0.50608 0.46678  -0.787
H 2.71208 0.77562 -0.00055  0.207
H -0.08064 -1.48912 -0.63188  0.179
H -1.16403 -0.00003 0.51683  0.367

***

| no. | E_tot (Ha) |
| --- | --- |
| 1 | -1595.8471 |
| 2 | -321.3016 |
| 3 | -305.9197 |
| 4 | -2954.2195 |
| 5 | -346.8476 |
| 6 | -1472.4514 |
| 7 | -491.6558 |
| 8 | -321.1653 |